# 1
The following is a quantum chemistry calculation of a molecular structure, C35H30BiBrF5N8O3S, from the OMol25 dataset.

The total charge is +1. Its largest force on an atom is 0.01587 Eh/bohr. The frontier orbital gap comes out at 8.4079 eV.

The geometry in XYZ format:
```
84
Properties=species:S:1:pos:R:3:forces:R:3:lowdin_charge:R:1
Bi -0.1691 0.0906 0.1585 0.22 0.10 0.29 1.831
Br 4.4585 -1.5011 1.7074 0.18 -0.04 0.10 0.802
S -2.4196 1.3517 0.3325 -0.58 0.44 0.22 0.679
F -4.8871 3.9495 -4.4068 0.10 -0.17 0.17 0.140
F -5.1970 1.6513 -0.3132 -0.12 0.09 0.00 0.084
F -2.1527 3.5975 -4.3480 -0.16 0.01 0.07 0.124
F -6.3808 2.9156 -2.3531 0.04 0.03 -0.02 0.134
F -0.9793 2.4145 -2.3224 -0.25 -0.03 -0.06 0.057
O 0.0078 1.3593 2.1632 -0.15 -0.35 -0.08 -0.299
O -1.9584 -2.8980 0.1975 -0.06 -0.20 -0.16 0.063
O 0.8277 3.3931 2.5707 0.08 0.08 0.15 0.097
N -0.6074 -0.5603 3.8708 -0.19 -0.09 0.13 0.243
N 1.5158 -2.2053 0.0970 -0.08 0.32 -0.09 0.029
N 2.6993 0.5076 2.3066 -0.23 -0.14 -0.16 0.088
N -1.4083 -0.7059 -1.8881 0.31 -0.01 -0.12 -0.020
N -1.2641 -1.4337 1.8143 0.21 0.60 -0.13 0.006
N 0.6508 2.3152 -0.2836 0.14 -0.13 -0.16 -0.068
N 1.8986 0.0482 -1.6246 -0.09 0.01 0.09 -0.242
N -1.8098 -2.5696 3.6628 0.10 0.09 -0.01 -0.090
C 2.6410 1.1954 -1.1158 0.39 0.16 0.12 -0.150
C 1.3204 0.3352 -2.9329 -0.07 -0.07 -0.38 -0.171
C 0.9371 2.1860 2.5188 0.13 0.09 0.46 -0.597
C -5.0548 2.8082 -2.3338 0.17 -0.06 -0.12 -0.135
C 2.8456 2.0510 4.1262 -0.02 -0.04 -0.15 0.013
C 4.0031 1.4379 4.5776 -0.07 -0.09 -0.18 -0.032
C 0.4904 -0.8246 -3.4817 0.17 0.17 0.09 -0.091
C 2.7789 -1.1240 -1.6609 0.22 -0.15 0.03 -0.143
C -0.0295 3.3939 0.0787 -0.07 0.68 -0.05 -0.182
C 2.2234 1.5445 2.9905 0.14 0.31 0.37 -0.187
C 1.5588 -4.5614 0.4620 0.09 0.03 -0.02 -0.034
C -1.2246 -1.4773 3.1536 -0.12 -0.45 0.20 -0.406
C -1.8614 -2.5674 1.3533 -0.17 -0.41 0.69 -0.509
C 1.8304 2.4359 -0.8816 0.30 0.59 -0.28 -0.269
C 4.5009 0.3489 3.8765 0.03 0.07 -0.03 -0.094
C -0.9657 -0.9033 -3.1294 -0.31 -0.24 -0.67 -0.256
C -3.0360 2.0212 -1.1813 -0.30 0.12 -0.18 -0.461
C -4.4303 2.1624 -1.2758 0.29 0.05 -0.25 -0.245
C 3.8061 -0.0478 2.7463 -0.02 -0.07 -0.10 -0.720
C -3.1565 -1.5944 -3.8561 0.08 0.04 0.30 -0.025
C -1.8345 -1.3135 -4.1412 0.01 0.05 0.10 -0.006
C 2.3410 3.6883 -1.1898 0.03 -0.23 0.01 0.008
C -2.3376 -3.3643 2.5818 -0.21 -0.16 -0.38 -0.019
C -2.9235 3.1562 -3.3494 -0.05 -0.06 0.07 -0.135
C 2.6460 -3.6250 -1.4395 -0.03 0.10 0.07 -0.010
C -1.8649 -2.9111 5.0624 0.00 0.11 0.19 -0.015
C -3.5849 -1.4438 -2.5467 0.14 0.04 -0.15 -0.021
C 1.6360 4.8238 -0.8230 -0.17 -0.09 0.10 -0.017
C 1.1994 -3.2717 0.8110 0.01 -0.45 0.20 -0.154
C 2.2853 -4.7400 -0.7045 -0.07 0.10 0.10 -0.038
C 2.2471 -2.3666 -0.9973 0.17 -0.24 -0.25 -0.312
C -2.3199 2.5280 -2.2653 -0.26 -0.07 -0.01 -0.207
C 0.4299 4.6754 -0.1624 0.21 -0.13 -0.22 -0.013
C -4.3017 3.3209 -3.3906 0.16 -0.15 0.35 -0.128
C -2.6829 -0.9776 -1.6114 -0.60 -0.34 -0.20 -0.216
H -1.4607 -1.4320 -5.1453 0.09 -0.02 -0.10 0.116
H 1.3008 -5.3992 1.0912 -0.09 -0.03 0.04 0.110
H -4.5919 -1.6805 -2.2467 -0.12 0.02 0.04 0.118
H -3.8237 -1.9455 -4.6278 -0.08 0.01 -0.08 0.117
H 3.7014 -0.8927 -1.1195 -0.04 0.09 -0.03 0.098
H 4.5212 1.8084 5.4492 0.02 -0.02 0.09 0.117
H 0.5578 -0.8033 -4.5705 0.03 -0.07 0.09 0.124
H -0.8735 -2.8106 5.5097 -0.04 -0.06 0.05 0.095
H -1.9375 -4.3820 2.5691 -0.03 0.08 0.00 0.141
H 2.4108 2.9073 4.6186 0.04 0.06 0.02 0.124
H -0.3148 0.2716 3.3320 0.11 0.13 0.18 0.059
H 2.0340 5.8028 -1.0389 0.03 0.11 -0.05 0.118
H -2.5695 -2.2740 5.6043 0.01 -0.08 0.00 0.101
H -0.9704 3.2240 0.5778 0.05 0.01 0.03 0.054
H 3.0430 0.9047 -0.1383 0.12 -0.01 -0.12 0.107
H 3.2511 -3.7321 -2.3264 0.03 0.06 -0.15 0.119
H -2.1817 -3.9464 5.1616 0.01 0.03 0.02 0.098
H 2.5792 -5.7271 -1.0262 0.04 -0.09 -0.03 0.116
H 3.4799 1.4505 -1.7815 -0.03 -0.06 0.09 0.141
H 5.4005 -0.1655 4.1733 0.05 -0.02 0.04 0.104
H -3.0041 -0.8184 -0.5956 0.00 -0.03 -0.09 0.042
H -0.7012 -0.5442 4.8709 0.00 0.02 -0.01 0.119
H -3.4313 -3.4074 2.6020 0.07 -0.06 -0.04 0.146
H 0.6605 -3.0709 1.7248 -0.10 -0.08 0.10 0.099
H 2.1260 0.5498 -3.6565 -0.08 0.03 0.12 0.138
H 0.7022 1.2265 -2.8483 0.08 0.02 -0.09 0.105
H 0.9298 -1.7701 -3.1533 0.08 -0.05 -0.16 0.118
H 3.0857 -1.3538 -2.6862 -0.03 0.05 -0.02 0.134
H -0.1458 5.5217 0.1692 -0.08 0.11 0.05 0.122
H 3.2845 3.7649 -1.7036 0.16 0.02 -0.06 0.117
```
Forces are in eV/Å.

---

# 2
The following is a quantum chemistry calculation of a molecular structure, C35H30BrClN3O2PPd at a distorted geometry, from the OMol25 dataset.

The total charge is +4. Its largest force on an atom is 0.04127 Eh/bohr. The frontier orbital gap comes out at 4.4066 eV.

The geometry in XYZ format:
```
74
Properties=species:S:1:pos:R:3:forces:R:3:lowdin_charge:R:1
Pd -0.8581 -1.1264 -0.1874 -0.62 -1.15 -0.77 0.977
Br -5.3852 -5.0089 2.7714 0.09 0.08 -0.06 0.955
Cl -3.0657 0.3902 1.2033 0.18 0.21 -0.10 0.832
P -0.5545 2.3733 0.9406 0.44 1.49 1.44 1.253
O 3.8132 0.9023 -4.7692 -0.01 0.00 -0.02 -0.008
O 3.0827 -5.6348 -3.4255 0.03 0.00 0.00 -0.028
N 0.4963 -0.3304 -1.5298 0.38 0.03 0.36 -0.038
N -0.0653 -2.8185 -0.9436 0.04 -0.02 -0.05 0.000
N -2.2263 -2.2641 0.7991 0.10 0.26 0.20 -0.218
C -4.1228 -3.9005 1.9842 -0.08 -0.08 0.03 -0.661
C -4.4165 2.5431 2.0608 0.01 -0.02 -0.07 -0.032
C 0.1956 1.2807 2.0634 -0.18 -0.40 -0.29 -0.375
C 1.7302 3.8378 0.7631 0.08 -0.03 -0.02 -0.018
C 0.0510 -5.1486 -1.4262 0.05 -0.01 -0.05 0.053
C -0.5582 -4.0643 -0.8349 -0.01 -0.06 0.10 -0.057
C 1.2165 -4.9765 -2.1677 -0.04 0.04 0.07 -0.108
C 0.6823 0.9427 -1.8963 -0.26 0.14 -0.07 -0.129
C 0.4341 3.5897 0.2356 0.03 -0.33 -0.32 -0.357
C 0.3276 0.4362 4.3103 0.00 0.01 0.00 -0.001
C 1.9067 -0.3193 2.6184 -0.01 0.00 0.01 -0.019
C 4.1513 0.9495 -3.4029 -0.02 -0.01 -0.01 -0.195
C 1.4603 -1.2265 -1.8469 -0.01 -0.08 -0.03 -0.178
C 1.8994 5.7248 -0.7130 -0.01 0.01 -0.02 0.055
C -2.1295 2.9543 1.3651 -0.24 -0.20 -0.44 -0.353
C 0.6385 5.4635 -1.2673 0.02 -0.03 -0.02 0.001
C 1.2986 0.4841 1.6771 0.25 0.25 0.07 -0.093
C -0.0937 4.3963 -0.8094 -0.10 0.13 0.06 -0.062
C -4.3463 -3.3516 0.7198 -0.04 0.03 -0.02 -0.055
C -2.3096 4.3464 1.5931 0.00 -0.02 -0.04 -0.016
C -3.2223 2.0812 1.5693 -0.05 -0.03 0.12 -0.596
C 1.0656 -2.6324 -1.6654 0.06 0.13 0.03 -0.171
C 2.6692 -0.8312 -2.3901 -0.01 0.06 -0.11 0.094
C -4.5571 3.9127 2.3112 0.01 0.02 0.00 0.055
C 2.4302 4.9307 0.3103 0.00 -0.04 0.00 0.004
C 1.9092 -6.1223 -2.8383 -0.05 -0.01 0.01 -0.182
C -0.3112 1.2311 3.3832 -0.08 -0.13 -0.05 -0.036
C -3.5124 4.8058 2.0789 -0.02 0.01 0.01 0.008
C 2.8853 0.5041 -2.7121 -0.04 -0.01 0.05 -0.125
C 1.7161 -3.6795 -2.2786 0.02 0.00 0.03 0.097
C -2.9281 -3.6018 2.6404 0.03 0.03 0.05 -0.056
C -3.3834 -2.5418 0.1635 0.04 -0.07 -0.03 -0.164
C -2.0115 -2.7826 2.0212 0.04 -0.03 0.01 -0.123
C 1.8356 1.3958 -2.4975 0.00 -0.05 -0.03 0.037
C 1.4231 -0.3418 3.9289 0.01 0.00 -0.02 0.028
H -2.7192 -4.0021 3.6228 0.01 -0.02 -0.01 0.129
H -5.2442 1.8665 2.2266 -0.01 0.00 -0.01 0.138
H 2.1022 -6.8968 -2.0853 0.01 0.01 -0.01 0.155
H 4.9750 0.2765 -3.1476 -0.01 0.00 -0.01 0.138
H 3.3847 5.1856 0.7515 0.02 -0.03 -0.03 0.141
H -1.1518 1.8453 3.6790 -0.01 -0.01 0.00 0.126
H 0.2488 6.1000 -2.0505 0.00 -0.01 -0.01 0.141
H 4.5856 1.1022 -5.3136 0.00 0.00 0.00 0.123
H -5.5049 4.2818 2.6844 0.00 0.00 0.01 0.150
H -3.6428 5.8595 2.2865 0.00 0.00 0.00 0.144
H 1.9165 -0.9607 4.6684 0.00 0.00 0.00 0.142
H 4.4164 1.9613 -3.0769 0.01 -0.01 0.01 0.133
H 2.1312 3.2219 1.5572 -0.01 0.01 0.01 0.123
H -0.4018 -6.1244 -1.3057 0.01 -0.01 0.00 0.149
H 2.4795 6.5594 -1.0893 -0.02 0.03 0.04 0.146
H 1.2163 -6.5499 -3.5753 0.01 -0.01 0.01 0.158
H 1.7182 0.5703 0.6814 -0.08 -0.08 -0.04 0.101
H -1.4561 -4.2124 -0.2597 -0.02 0.07 -0.01 0.110
H -1.0700 -2.5358 2.4953 -0.01 -0.01 0.01 0.122
H -0.0111 0.4271 5.3380 0.00 0.01 0.00 0.140
H -3.5197 -2.1102 -0.8210 -0.01 -0.01 0.00 0.129
H -1.0733 4.1885 -1.2255 0.01 -0.01 -0.02 0.132
H -5.2601 -3.5519 0.1775 0.01 -0.01 -0.01 0.132
H 3.5564 -6.3481 -3.8690 -0.01 0.01 -0.01 0.126
H -0.1648 1.6044 -1.7586 0.01 -0.02 0.04 0.097
H 1.9084 2.4256 -2.8223 0.02 0.01 0.01 0.140
H 2.6016 -3.5135 -2.8744 0.01 -0.02 0.00 0.133
H 3.4366 -1.5647 -2.5978 -0.01 0.00 -0.01 0.146
H 2.7709 -0.9123 2.3504 0.00 0.00 0.01 0.134
H -1.4896 5.0344 1.4433 0.01 0.00 0.00 0.125
```
Forces are in eV/Å.

---

Look up the largest force on an atom of the first one.
0.01587 Eh/bohr